1.
ORCA calculation (ωB97M-V with the def2-TZVPD basis set) on C20H33N3O4S in the gas phase.

Structure (ORCA input):
```
! wB97M-V def2-TZVPD RIJCOSX def2/J DEFGRID3
* xyz 0 1
C -4.582 -2.105 0.706
C -3.284 -1.885 -0.051
N -3.337 -2.410 -1.415
S -3.460 -1.493 -2.731
O -4.045 -2.299 -3.761
O -4.019 -0.221 -2.362
C -1.774 -1.174 -3.242
C -0.961 -0.543 -2.124
O -0.307 -1.271 -1.390
N -1.002 0.798 -1.951
C -1.709 1.753 -2.790
C -0.267 1.346 -0.817
C -0.981 1.085 0.508
C -2.263 1.893 0.663
N -0.053 1.390 1.591
C -0.118 0.702 2.761
O -1.039 -0.055 3.022
C 1.051 0.900 3.703
C 2.106 -0.205 3.502
C 3.217 -0.075 4.540
C 2.623 -0.184 2.079
C 3.436 0.848 1.616
C 3.835 0.900 0.288
C 3.439 -0.079 -0.619
C 3.824 -0.006 -2.075
C 2.673 0.496 -2.948
C 2.630 -1.111 -0.155
C 2.228 -1.161 1.171
H -4.489 -1.717 1.721
H -5.405 -1.595 0.207
H -4.823 -3.168 0.773
H -3.079 -0.820 -0.129
H -2.436 -2.338 0.464
H -3.545 -3.384 -1.571
H -1.332 -2.142 -3.460
H -1.841 -0.587 -4.156
H -2.316 1.257 -3.535
H -2.384 2.356 -2.183
H -0.994 2.415 -3.285
H 0.720 0.881 -0.780
H -0.145 2.419 -0.984
H -1.200 0.019 0.569
H -2.992 1.624 -0.105
H -2.707 1.690 1.637
H -2.052 2.962 0.591
H 0.830 1.818 1.361
H 1.515 1.878 3.549
H 0.664 0.858 4.721
H 1.599 -1.162 3.653
H 3.965 -0.857 4.409
H 3.723 0.889 4.464
H 2.808 -0.156 5.549
H 3.765 1.625 2.297
H 4.472 1.711 -0.049
H 4.690 0.650 -2.191
H 4.131 -0.997 -2.418
H 2.955 0.515 -4.002
H 1.801 -0.151 -2.837
H 2.380 1.507 -2.657
H 2.284 -1.873 -0.843
H 1.576 -1.961 1.501
*
```

Values from the calculation:
Relative energy (zero: lowest compared OMol25 entry of this formula, charge and spin)   20.75 kJ/mol
Molar mass   411.57 g mol⁻¹
Calculated total energy   -1645.36849 Ha
Frontier orbital gap   9.55 eV


2.
ORCA calculation (ωB97M-V with the def2-TZVPD basis set) on a gas-phase ion, C6H5N4 (charge +1) in a non-equilibrium geometry.

Structure (ORCA input):
```
! wB97M-V def2-TZVPD RIJCOSX def2/J DEFGRID3
* xyz 1 1
C 0.210 -2.147 0.014
C -2.758 -0.080 -0.045
C -1.059 -1.744 0.374
C -0.807 1.157 0.198
C 1.414 -0.048 0.141
C 2.621 0.521 0.139
N 1.218 -1.362 -0.084
N -2.072 -1.137 0.127
N 0.268 0.743 0.425
N -2.076 1.173 -0.014
H 0.405 -3.205 -0.127
H -3.823 -0.086 -0.182
H 2.758 1.567 0.330
H 3.490 -0.073 -0.067
H -2.607 2.036 -0.056
*
```

Values from the calculation:
Relative energy (zero: lowest compared OMol25 entry of this formula, charge and spin)   138.59 kJ/mol
Molar mass   133.13 g mol⁻¹
Calculated total energy   -450.21742 Ha
Frontier orbital gap (alpha / beta)   7.00 / 7.00 eV


3.
ORCA calculation (ωB97M-V with the def2-TZVPD basis set) on O2 in the gas phase.

Structure (ORCA input):
```
! wB97M-V def2-TZVPD RIJCOSX def2/J DEFGRID3
* xyz 0 1
O 0.000 0.000 0.599
O 0.000 0.000 -0.599
*
```

Values from the calculation:
Relative energy (zero: lowest compared OMol25 entry of this formula, charge and spin)   0.00 kJ/mol
Molar mass   32.00 g mol⁻¹
Calculated total energy   -150.29661 Ha
Frontier orbital gap   7.88 eV


4.
ORCA calculation (ωB97M-V with the def2-TZVPD basis set) on 7 unconnected molecules or ions with the total composition CH17NO7 in a non-equilibrium geometry.

Structure (ORCA input):
```
! wB97M-V def2-TZVPD RIJCOSX def2/J DEFGRID3
* xyz -1 2
N -0.516 -0.707 1.650
C -0.936 0.428 0.912
O 0.034 0.517 -0.074
H 0.124 -1.212 1.034
H -0.110 -0.580 2.452
H -1.961 0.204 0.424
H -1.119 1.458 1.503
H 0.613 1.408 -0.036
H -0.443 1.661 -1.767
H 0.027 2.607 -2.810
O -0.746 2.249 -2.465
H 2.140 1.274 1.190
H 2.602 2.533 0.224
O 1.921 2.174 0.818
H 1.813 -1.512 -2.137
H 1.188 -0.698 -0.906
O 1.599 -0.615 -1.846
H -1.363 -3.251 0.654
H -2.359 -2.397 0.468
O -2.154 -3.226 0.073
H -0.514 -1.581 -1.990
H -1.515 -2.546 -2.700
O -1.184 -1.770 -2.647
H 0.818 1.106 4.365
H 2.228 1.460 3.839
O 1.412 0.978 3.538
*
```

Values from the calculation:
Molar mass   155.15 g mol⁻¹
Calculated total energy   -629.61935 Ha
Frontier orbital gap (alpha / beta)   2.80 / 9.54 eV


5.
ORCA calculation (ωB97M-V with the def2-TZVPD basis set) on a molecular structure, C58H46BrCl3N6O2PSSeV in a non-equilibrium geometry.

Structure (ORCA input):
```
! wB97M-V def2-TZVPD RIJCOSX def2/J DEFGRID3
* xyz 3 2
V 0.449 -0.967 -2.260
Br -3.395 -6.317 0.650
C -2.137 -5.132 -0.092
C -0.803 -5.195 0.317
C 0.118 -4.295 -0.188
C -0.291 -3.335 -1.098
O 0.534 -2.376 -1.547
C -1.639 -3.279 -1.554
C -2.040 -2.323 -2.559
N -1.243 -1.382 -2.960
C -1.427 -0.461 -4.000
C -2.578 0.168 -4.418
C -2.536 1.033 -5.522
C -1.382 1.205 -6.246
C -0.194 0.543 -5.868
C 0.999 0.523 -6.633
C 2.049 -0.262 -6.234
C 1.985 -0.925 -5.001
N 0.909 -0.880 -4.227
C -0.205 -0.228 -4.692
C -2.545 -4.205 -1.035
H -0.490 -5.949 1.026
H 1.153 -4.302 0.131
H -3.016 -2.456 -3.023
H -3.520 -0.006 -3.911
H -3.445 1.532 -5.829
H -1.379 1.825 -7.133
H 1.055 1.097 -7.550
H 2.947 -0.345 -6.828
H 2.824 -1.507 -4.642
H -3.577 -4.195 -1.367
C 4.170 2.688 -5.351
C 2.941 2.945 -4.751
C 2.483 2.116 -3.743
C 3.248 1.024 -3.326
C 4.469 0.760 -3.938
C 4.925 1.594 -4.952
P 2.617 0.112 -1.878
C 3.851 -1.201 -1.603
C 5.023 -0.942 -0.896
C 5.997 -1.922 -0.791
C 5.809 -3.168 -1.373
C 4.638 -3.437 -2.066
C 3.665 -2.458 -2.186
C 2.856 1.396 -0.610
C 1.910 1.568 0.399
C 2.083 2.560 1.352
C 3.210 3.366 1.319
C 4.142 3.216 0.302
C 3.959 2.250 -0.673
H 4.545 3.352 -6.118
H 2.356 3.803 -5.059
H 1.534 2.323 -3.254
H 5.066 -0.088 -3.625
H 5.881 1.397 -5.419
H 5.168 0.017 -0.420
H 6.911 -1.711 -0.253
H 6.571 -3.930 -1.285
H 4.489 -4.407 -2.521
H 2.763 -2.679 -2.744
H 1.037 0.935 0.421
H 1.335 2.715 2.118
H 3.353 4.125 2.078
H 5.006 3.866 0.260
H 4.668 2.171 -1.487
C 4.879 -0.844 3.749
N 3.529 -0.319 3.782
C 2.506 -0.707 3.001
Se 2.568 -1.923 1.614
N 1.407 -0.033 3.412
C 1.721 0.814 4.467
C 0.976 1.719 5.208
C 1.649 2.435 6.183
C 3.016 2.252 6.414
C 3.758 1.346 5.678
C 3.084 0.632 4.698
H 4.973 -1.533 2.916
H 5.094 -1.372 4.677
H 5.590 -0.027 3.627
H 0.498 -0.166 3.010
H -0.083 1.860 5.036
H 1.107 3.152 6.784
H 3.502 2.831 7.187
H 4.814 1.198 5.860
Cl -2.687 -0.903 7.028
C -3.301 -0.614 5.449
C -3.220 0.655 4.895
C -3.738 0.876 3.632
C -4.327 -0.141 2.887
C -4.956 0.214 1.555
C -4.298 -0.490 0.349
N -2.845 -0.399 0.291
C -1.981 -1.058 1.134
C -0.734 -0.884 0.623
N -0.820 -0.145 -0.547
C -2.117 0.121 -0.704
O -6.305 -0.176 1.545
C -7.236 0.826 1.152
C -7.226 2.039 2.037
C -7.308 2.002 3.407
Cl -7.414 0.621 4.396
S -7.331 3.588 4.094
C -7.234 4.302 2.551
C -7.183 3.372 1.557
C -4.386 -1.417 3.463
Cl -5.050 -2.785 2.633
C -3.878 -1.650 4.732
H -2.780 1.464 5.462
H -3.713 1.880 3.224
H -4.882 1.299 1.423
H -4.718 -0.075 -0.568
H -4.572 -1.542 0.414
H -2.323 -1.569 2.019
H 0.219 -1.253 0.992
H -2.534 0.739 -1.484
H -8.207 0.332 1.203
H -7.063 1.138 0.114
H -7.222 5.375 2.442
H -7.134 3.625 0.506
H -3.941 -2.641 5.160
*
```

Values from the calculation:
Molar mass   1238.25 g mol⁻¹
Calculated total energy   -10755.57662 Ha
Frontier orbital gap (alpha / beta)   3.52 / 3.85 eV


6.
ORCA calculation (ωB97M-V with the def2-TZVPD basis set) on C5H6O2 in the gas phase.

Structure (ORCA input):
```
! wB97M-V def2-TZVPD RIJCOSX def2/J DEFGRID3
* xyz 0 1
C 1.588 1.637 1.016
C 0.714 0.958 0.545
C -0.349 0.131 -0.043
C -0.813 0.645 -1.397
O 0.148 -1.209 -0.258
C 0.109 -2.025 0.804
O -0.335 -1.755 1.888
H 2.366 2.228 1.446
H -1.184 0.072 0.663
H 0.020 0.656 -2.105
H -1.203 1.662 -1.296
H -1.603 -0.003 -1.787
H 0.542 -2.996 0.524
*
```

Values from the calculation:
Relative energy (zero: lowest compared OMol25 entry of this formula, charge and spin)   177.03 kJ/mol
Molar mass   98.10 g mol⁻¹
Calculated total energy   -344.53448 Ha
Frontier orbital gap   11.38 eV


7.
ORCA calculation (ωB97M-V with the def2-TZVPD basis set) on a gas-phase ion, C4H10N2O (charge -1) in a non-equilibrium geometry.

Structure (ORCA input):
```
! wB97M-V def2-TZVPD RIJCOSX def2/J DEFGRID3
* xyz -1 2
O 0.704 0.290 -1.966
C 0.569 0.033 -0.775
N 0.032 0.926 0.081
C -0.148 0.866 1.545
N -1.170 1.766 1.990
C 0.724 -1.425 -0.285
C -0.459 -2.206 -0.878
H -0.275 1.796 -0.327
H -0.442 -0.149 1.795
H 0.766 1.110 2.090
H -2.105 1.438 1.786
H -0.973 2.739 1.794
H 0.649 -1.497 0.793
H 1.705 -1.655 -0.699
H -1.196 -2.498 -0.142
H -0.967 -1.603 -1.632
H -0.227 -3.118 -1.432
*
```

Values from the calculation:
Relative energy (zero: lowest compared OMol25 entry of this formula, charge and spin)   15.31 kJ/mol
Molar mass   102.14 g mol⁻¹
Calculated total energy   -343.11676 Ha
Frontier orbital gap (alpha / beta)   2.85 / 9.49 eV


8.
ORCA calculation (ωB97M-V with the def2-TZVPD basis set) on C3H4O in the gas phase in a non-equilibrium geometry.

Structure (ORCA input):
```
! wB97M-V def2-TZVPD RIJCOSX def2/J DEFGRID3
* xyz 0 1
C -0.496 -0.138 -0.367
C 0.720 -0.989 0.177
C 0.117 1.139 0.124
O 1.165 0.382 0.633
H -0.854 -0.183 -1.506
H -1.341 -0.526 0.382
H 0.474 -1.726 0.985
H 0.216 2.040 -0.429
*
```

Values from the calculation:
Relative energy (zero: lowest compared OMol25 entry of this formula, charge and spin)   430.64 kJ/mol
Molar mass   56.06 g mol⁻¹
Calculated total energy   -191.74597 Ha
Frontier orbital gap (alpha / beta)   8.10 / 9.19 eV


9.
ORCA calculation (ωB97M-V with the def2-TZVPD basis set) on C18H21NO4S in the gas phase in a non-equilibrium geometry.

Structure (ORCA input):
```
! wB97M-V def2-TZVPD RIJCOSX def2/J DEFGRID3
* xyz 0 1
C -4.556 -0.808 -0.624
C -3.828 0.418 -0.165
C -4.493 1.430 0.516
C -3.824 2.573 0.915
C -2.475 2.723 0.642
C -1.794 1.712 -0.023
C -0.357 1.904 -0.390
O -0.029 2.663 -1.282
N 0.566 1.199 0.324
C 0.215 0.273 1.385
C 0.499 -1.150 1.026
C 1.380 -2.062 1.527
C 1.206 -3.245 0.766
C 0.233 -2.975 -0.148
C -0.385 -3.806 -1.214
O -0.201 -1.704 0.007
C 1.955 1.356 -0.082
C 2.359 0.367 -1.194
C 3.788 0.694 -1.557
S 4.540 1.007 0.079
O 5.218 -0.170 0.549
O 5.285 2.234 0.069
C 2.981 1.211 1.021
C -2.474 0.571 -0.433
H -3.879 -1.656 -0.695
H -4.987 -0.636 -1.610
H -5.366 -1.056 0.058
H -5.547 1.322 0.732
H -4.355 3.354 1.438
H -1.948 3.616 0.943
H -0.854 0.394 1.583
H 0.764 0.526 2.297
H 2.066 -1.922 2.338
H 1.737 -4.166 0.886
H -0.341 -3.290 -2.172
H -1.433 -4.002 -0.986
H 0.141 -4.752 -1.292
H 2.021 2.368 -0.504
H 2.298 -0.656 -0.818
H 1.684 0.476 -2.043
H 4.321 -0.120 -2.036
H 3.878 1.610 -2.133
H 3.069 2.081 1.663
H 2.866 0.301 1.598
H -1.940 -0.205 -0.961
*
```

Values from the calculation:
Relative energy (zero: lowest compared OMol25 entry of this formula, charge and spin)   134.95 kJ/mol
Molar mass   347.44 g mol⁻¹
Calculated total energy   -1452.40488 Ha
Frontier orbital gap   9.35 eV


10.
ORCA calculation (ωB97M-V with the def2-TZVPD basis set) on a molecular structure, C3H8N2O in a non-equilibrium geometry.

Structure (ORCA input):
```
! wB97M-V def2-TZVPD RIJCOSX def2/J DEFGRID3
* xyz 0 1
C 0.319 -0.423 -0.673
C 0.118 0.265 0.532
C -0.758 0.738 -0.558
H 1.258 0.470 -2.303
H 2.302 -0.273 -1.128
H -0.060 -1.525 -0.344
H 0.934 0.880 1.123
H -0.092 -0.482 2.703
H -0.239 -1.749 1.175
H -0.456 1.670 -0.929
H -2.050 0.709 0.871
N 1.409 -0.356 -1.592
N -0.524 -0.577 1.487
O -2.161 0.653 -0.363
*
```

Values from the calculation:
Relative energy (zero: lowest compared OMol25 entry of this formula, charge and spin)   641.79 kJ/mol
Molar mass   88.11 g mol⁻¹
Calculated total energy   -303.64769 Ha
Frontier orbital gap   9.71 eV


11.
ORCA calculation (ωB97M-V with the def2-TZVPD basis set) on 10 unconnected molecules or ions with the total composition C27H43N9O22 in a non-equilibrium geometry.

Structure (ORCA input):
```
! wB97M-V def2-TZVPD RIJCOSX def2/J DEFGRID3
* xyz 0 1
C 7.633 0.166 0.253
C 6.452 0.433 -0.859
O 5.904 1.811 -0.680
C 4.692 1.776 0.156
C 3.340 1.360 -0.694
O 2.321 2.428 -0.659
C 1.420 2.267 0.519
C 1.956 2.405 2.097
C 0.932 2.192 3.397
C -0.674 1.852 3.139
C -1.244 1.710 1.604
C -0.172 1.916 0.338
C -0.841 1.699 -1.179
O -0.556 2.489 -2.233
C -1.941 0.441 -1.261
C -2.006 -0.631 -2.510
C -3.137 -1.841 -2.435
C -4.231 -1.994 -1.196
C -4.173 -0.917 0.069
C -3.021 0.248 0.002
C -2.838 1.355 1.243
O -3.887 1.922 1.851
H 8.637 0.002 -0.336
H 7.325 -0.747 0.917
H 7.692 1.120 0.965
H 6.811 0.291 -1.984
H 5.599 -0.353 -0.674
H 4.527 2.895 0.539
H 4.884 1.122 1.111
H 3.676 1.202 -1.804
H 2.875 0.334 -0.307
H 3.095 2.621 2.353
H 1.300 2.259 4.518
H -1.434 1.670 4.037
H -1.239 -0.545 -3.396
H -3.202 -2.646 -3.283
H -5.054 -2.825 -1.127
H -4.915 -0.969 0.981
C -1.703 5.696 3.742
N -0.225 5.646 3.903
O 0.434 6.541 3.362
O 0.232 4.709 4.569
H -1.963 6.567 3.136
H -2.012 4.774 3.243
H -2.141 5.774 4.739
C -2.580 6.301 -0.783
N -2.522 7.422 0.193
O -2.593 8.571 -0.260
O -2.407 7.118 1.386
H -2.681 6.713 -1.789
H -1.651 5.734 -0.690
H -3.447 5.687 -0.529
C -0.628 2.891 7.303
N -0.918 1.464 6.997
O -1.868 1.229 6.242
O -0.183 0.620 7.524
H -1.349 3.519 6.775
H -0.721 3.022 8.383
H 0.388 3.101 6.964
C 2.810 -1.136 5.253
N 3.572 0.100 5.575
O 3.020 1.182 5.344
O 4.704 -0.050 6.051
H 1.837 -0.855 4.845
H 3.389 -1.699 4.518
H 2.690 -1.700 6.180
C -8.128 0.329 2.356
N -8.418 -1.098 2.050
O -9.368 -1.333 1.294
O -7.683 -1.942 2.577
H -8.849 0.957 1.828
H -8.221 0.460 3.436
H -7.112 0.539 2.016
C -0.008 -2.961 -5.415
N -1.284 -3.229 -4.699
O -2.272 -2.564 -5.033
O -1.258 -4.099 -3.821
H -0.178 -2.176 -6.156
H 0.725 -2.639 -4.673
H 0.299 -3.889 -5.901
C -1.204 -6.416 -8.219
N -0.442 -5.179 -7.897
O -0.994 -4.097 -8.128
O 0.690 -5.330 -7.422
H -2.177 -6.134 -8.628
H -0.625 -6.978 -8.954
H -1.324 -6.980 -7.292
C 0.283 -6.681 -2.549
N 1.761 -6.731 -2.387
O 2.420 -5.836 -2.929
O 2.218 -7.667 -1.722
H 0.023 -5.810 -3.154
H -0.026 -7.603 -3.047
H -0.155 -6.603 -1.552
C 3.909 -2.199 -2.787
N 2.594 -2.321 -3.473
O 1.602 -2.521 -2.762
O 2.595 -2.213 -4.705
H 3.759 -2.314 -1.712
H 4.556 -2.989 -3.173
H 4.309 -1.209 -3.017
*
```

Values from the calculation:
Molar mass   845.68 g mol⁻¹
Calculated total energy   -3201.05156 Ha
Frontier orbital gap   7.21 eV